1.
Here is a cluster of 2 separate species, C4H12 in total at a distorted geometry from OMol25. Energies are from ωB97M-V with the def2-TZVPD basis set.

Last column: Mulliken charge in e.
Atoms and positions in Å:
C 1.115 0.798 2.011  -0.68
C 2.324 -0.121 1.975  -0.71
H 1.122 1.761 2.608  0.27
H 0.814 1.008 1.016  0.17
H 0.325 0.161 2.476  0.23
H 3.259 0.262 2.591  0.24
H 2.751 -0.163 0.976  0.25
H 1.789 -1.077 2.223  0.22
C -2.036 0.362 -2.265  -0.79
C -1.394 -1.014 -1.732  -0.80
H -2.146 0.441 -3.331  0.31
H -2.931 0.694 -1.734  0.27
H -1.326 1.242 -2.154  0.23
H -2.087 -1.735 -1.414  0.33
H -0.781 -1.690 -2.387  0.29
H -0.798 -0.928 -0.859  0.17

Calculated values
HOMO energy: -0.4240 Ha
Kohn-Sham gap: 12.58 eV
total energy: -159.53708 Ha
SMILES: CC.CC

2.
Here is the molecule C5H7N at a distorted geometry from OMol25. Energies are from ωB97M-V with the def2-TZVPD basis set.

Last column: Mulliken charge in e.
Atoms and positions in Å:
C 1.998 0.100 0.098  -1.17
C 0.513 0.023 -0.024  0.64
C -0.120 -1.019 -0.623  -0.56
N -1.580 -0.719 -0.391  -0.13
C -1.714 0.530 0.126  -0.48
C -0.444 1.010 0.349  -0.48
H 2.309 0.208 1.142  0.30
H 2.472 -0.802 -0.303  0.30
H 2.390 0.960 -0.456  0.28
H -0.685 -1.968 -0.128  0.25
H -2.328 -1.243 -0.853  0.27
H -2.685 0.975 0.318  0.40
H -0.209 1.981 0.763  0.38

Calculated values
HOMO energy: -0.3128 Ha
Kohn-Sham gap: 9.57 eV
total energy: -249.37073 Ha
SMILES: Cc1cc[nH]c1

3.
Here is a structure of composition C31H32N8O4S3SeSr from OMol25. Energies are from ωB97M-V with the def2-TZVPD basis set.

Last column: Mulliken charge in e.
Atoms and positions in Å:
Sr 1.185 -1.281 -2.446  0.95
N -2.268 -4.560 -0.841  -0.76
C -1.669 -3.422 -0.147  -0.78
C -1.159 -2.316 -1.087  1.33
O -1.112 -2.599 -2.316  -0.78
N -0.741 -1.148 -0.641  -0.33
C -0.455 -1.010 0.758  -0.26
C 1.001 -1.361 1.060  0.19
O 1.753 -1.805 0.212  -0.57
O 1.412 -1.152 2.296  -0.57
H -1.640 -4.786 -1.608  0.35
H -3.096 -4.221 -1.321  0.33
H -0.829 -3.777 0.458  0.22
H -2.397 -3.012 0.557  0.31
H -1.072 -1.600 1.449  0.62
H -0.582 0.031 1.072  -0.74
C -0.122 -3.357 -5.629  -1.38
C 0.859 -2.284 -5.192  0.44
S 2.394 -2.911 -4.560  -0.52
C 0.478 -0.980 -5.263  0.41
C -0.917 -0.663 -5.781  -1.60
S 1.418 0.435 -4.756  -0.35
H 0.404 -4.300 -5.763  0.38
H -0.627 -3.102 -6.565  0.33
H -0.893 -3.506 -4.864  0.12
H -1.020 -0.915 -6.844  0.33
H -1.117 0.399 -5.664  0.36
H -1.684 -1.224 -5.237  0.24
Se 6.384 5.264 -2.102  0.14
N 6.586 3.565 -2.632  -0.90
C 5.490 2.934 -2.317  0.92
C 5.273 1.515 -2.564  0.66
C 6.239 0.715 -3.176  -0.56
C 5.975 -0.620 -3.356  -0.93
C 4.752 -1.125 -2.910  -0.38
N 3.827 -0.377 -2.333  0.17
C 4.066 0.929 -2.174  -0.30
C 2.993 1.750 -1.570  -0.90
N 1.831 1.143 -1.310  0.71
C 0.855 1.845 -0.760  -0.56
C 0.976 3.191 -0.415  -0.87
C 2.157 3.830 -0.701  -0.87
C 3.189 3.106 -1.301  0.55
C 4.456 3.726 -1.669  1.00
N 4.733 4.983 -1.468  -0.88
H 7.170 1.165 -3.496  0.48
H 6.683 -1.278 -3.839  0.40
H 4.498 -2.167 -3.050  0.48
H -0.073 1.308 -0.598  0.61
H 0.154 3.691 0.077  0.52
H 2.311 4.876 -0.474  0.50
C -3.609 0.473 0.170  -0.99
C -3.048 1.782 0.710  0.93
C -3.213 1.935 2.220  -1.45
N -2.479 0.938 2.973  0.35
C -1.164 1.018 3.318  -0.30
S -0.260 2.409 2.962  -0.39
N -0.609 -0.079 3.854  -0.30
C -1.267 -0.936 4.667  -0.14
O -1.087 -2.150 4.673  -0.68
C -2.204 -0.356 5.718  0.54
C -2.067 0.942 6.198  -0.04
C -2.922 1.415 7.184  -0.73
C -3.926 0.599 7.689  -0.31
C -4.064 -0.698 7.214  -0.51
C -3.199 -1.175 6.239  -0.48
H -3.441 0.382 -0.902  0.32
H -4.684 0.397 0.363  0.42
H -3.115 -0.385 0.631  -0.01
H -3.540 2.630 0.222  0.50
H -1.984 1.859 0.477  -0.75
H -4.269 1.842 2.495  0.51
H -2.857 2.913 2.540  0.41
H -2.895 0.024 3.048  0.36
H 0.678 -0.769 2.863  0.57
H -1.288 1.580 5.797  0.40
H -2.805 2.426 7.556  0.39
H -4.597 0.973 8.453  0.36
H -4.844 -1.340 7.606  0.36
H -3.268 -2.190 5.870  0.42

Calculated values
HOMO energy: -0.0357 Ha
Kohn-Sham gap: 4.11 eV
total energy: -5566.52103 Ha
net charge: -2

4.
Here is a structure of composition C4H9NO2 at a distorted geometry from OMol25. Energies are from ωB97M-V with the def2-TZVPD basis set.

Last column: Mulliken charge in e.
Atoms and positions in Å:
C 0.209 -0.015 -0.818  -0.11
C -0.793 -0.297 0.135  0.36
C 1.505 0.637 -0.461  -1.21
C -0.545 -0.416 1.605  -1.31
O 0.455 -1.874 -0.624  -0.65
N -1.331 1.696 -0.083  0.04
O -1.938 2.012 -1.032  -0.30
H 0.231 -2.243 -1.489  0.25
H -0.127 0.098 -1.846  0.55
H -1.718 -0.724 -0.241  0.42
H 1.941 0.186 0.429  0.29
H 1.342 1.703 -0.271  0.34
H 2.217 0.538 -1.279  0.33
H -1.307 -1.038 2.070  0.30
H 0.437 -0.831 1.819  0.33
H -0.577 0.567 2.086  0.37

Calculated values
HOMO energy (spin up / spin down): -0.2820 / -0.2672 Ha
Kohn-Sham gap (spin up / spin down): 7.43 / 7.61 eV
total energy: -362.84694 Ha